Below is a molecular structure, C60H49N14O6PTi, with properties calculated with ωB97M-V with the def2-TZVPD basis set.

```
131
Properties=species:S:1:pos:R:3:forces:R:3
Ti -0.31088 0.56558 0.43485 0.28 0.47 -0.02
O 2.14604 0.26529 0.49300 -0.33 -0.15 0.17
N 2.09618 -0.04782 1.87320 0.15 -0.04 0.00
C 2.16365 -1.29729 2.08477 -0.13 0.01 0.19
C 1.71820 -1.67498 3.42691 0.09 -0.04 -0.16
C 2.27443 -2.76965 4.07904 0.00 -0.02 0.07
C 1.91730 -3.05069 5.38692 0.02 0.00 -0.04
C 1.00318 -2.23296 6.03744 -0.03 0.01 0.02
C 0.41370 -1.16614 5.37327 0.01 -0.02 0.02
C 0.73702 -0.88388 4.04738 -0.01 0.04 0.01
P -0.08012 0.52410 3.18626 -0.07 -0.05 0.03
C 0.66123 2.00346 3.96454 0.03 0.02 0.07
C 0.14813 2.45368 5.18410 0.00 0.00 0.00
C 0.72143 3.53182 5.84181 -0.01 -0.01 0.00
C 1.82072 4.17724 5.29673 0.01 0.00 -0.01
C 2.35140 3.72867 4.09526 -0.01 0.00 0.01
C 1.77936 2.65066 3.43724 0.01 0.00 0.01
C -1.78821 0.52924 3.82603 -0.03 -0.04 -0.01
C -2.44156 -0.62484 4.25989 -0.01 0.01 0.03
C -3.77760 -0.57571 4.63762 0.00 0.01 0.00
C -4.48227 0.61727 4.56491 0.00 0.00 0.00
C -3.85180 1.76172 4.09529 0.02 0.00 0.02
C -2.51744 1.71654 3.72514 -0.03 0.03 -0.03
H 2.40677 1.19785 0.49132 0.12 0.02 -0.08
H 2.44423 -2.01363 1.31544 -0.09 0.00 -0.02
H 3.01200 -3.37670 3.56861 0.00 0.00 0.01
H 2.36407 -3.89012 5.90283 -0.01 0.02 0.00
H 0.73815 -2.42932 7.06836 0.01 0.00 -0.02
H -0.30737 -0.55579 5.90120 0.00 0.00 -0.01
H -0.70599 1.96803 5.63577 -0.01 0.00 -0.02
H 0.30721 3.86118 6.78568 0.01 0.00 -0.01
H 2.26968 5.01732 5.81068 -0.01 -0.02 -0.01
H 3.22254 4.21184 3.67164 -0.01 0.00 0.01
H 2.22612 2.30970 2.51901 -0.01 -0.02 -0.03
H -1.90751 -1.56397 4.33729 0.01 0.00 0.00
H -4.26554 -1.47200 5.00059 0.01 0.01 -0.01
H -5.51991 0.65575 4.87050 0.02 0.00 -0.01
H -4.39884 2.69197 4.01516 0.01 -0.02 0.00
H -2.04216 2.62110 3.36116 0.02 -0.01 0.00
C 3.87786 -5.54223 -2.93154 -0.10 0.28 0.11
N 2.73956 -4.74759 -2.41432 -0.05 -0.04 -0.14
C 2.61976 -3.43972 -2.13177 0.02 -0.17 0.04
N 1.36703 -3.14410 -1.81831 0.01 -0.08 -0.03
C 0.74827 -4.35025 -1.93746 0.04 -0.08 -0.02
N 1.53391 -5.34336 -2.29735 0.02 0.24 0.04
C 5.16342 -4.75603 -2.91173 -0.06 0.10 -0.13
C 6.23158 -5.09776 -2.09502 -0.03 -0.05 0.04
C 7.39821 -4.34177 -2.11272 0.06 -0.03 0.05
C 7.49532 -3.21088 -2.90340 0.03 0.04 -0.03
C 6.42055 -2.85119 -3.71168 -0.04 0.01 -0.03
C 5.28049 -3.64648 -3.74398 0.04 -0.06 0.11
C 6.42308 -1.60432 -4.47973 0.04 -0.08 -0.01
N 7.37786 -0.83244 -4.85570 -0.08 0.26 -0.10
N 6.77043 0.25659 -5.50498 0.21 -0.34 0.17
C 5.50768 0.03152 -5.46042 0.03 0.09 -0.14
O 5.20433 -1.12448 -4.83314 -0.14 -0.14 0.11
C 4.38265 0.82773 -5.94034 0.52 0.18 -0.18
C 4.55776 1.82611 -6.89656 -0.25 0.15 -0.04
C 3.45744 2.56910 -7.30989 -0.01 -0.23 0.21
C 2.19806 2.31842 -6.76087 0.20 0.04 -0.06
C 2.04643 1.31745 -5.81123 -0.12 0.24 -0.21
C 0.72165 1.02579 -5.18066 -0.31 0.23 0.02
N 0.78576 1.17882 -3.72261 0.19 0.29 -0.23
C 0.46272 0.30301 -2.79311 -0.21 -0.79 0.03
N 0.69025 0.80918 -1.59211 -0.27 0.37 0.37
C 1.17965 2.06235 -1.87888 -0.02 -0.08 -0.24
N 1.25833 2.31236 -3.15913 -0.11 -0.17 0.21
C 3.13743 0.58129 -5.40920 -0.11 -0.38 0.20
H 3.63223 -5.83010 -3.95385 -0.09 -0.01 0.02
H 3.92872 -6.44779 -2.33313 0.08 0.01 0.06
H 3.44920 -2.75388 -2.15061 0.00 0.01 -0.01
H -0.30780 -4.50461 -1.76360 0.11 0.02 -0.02
H 6.16149 -5.96399 -1.44800 0.00 0.00 -0.01
H 8.23272 -4.63032 -1.48765 -0.01 0.00 0.00
H 8.38869 -2.60009 -2.89466 -0.02 0.00 -0.01
H 4.46644 -3.38581 -4.40952 0.00 0.01 0.01
H 5.54435 2.00949 -7.30099 -0.02 0.00 -0.01
H 3.57903 3.34476 -8.05331 0.00 0.00 0.01
H 1.34334 2.91238 -7.06462 0.03 -0.02 0.02
H 0.38783 0.00384 -5.36085 0.02 -0.02 -0.03
H -0.04000 1.71053 -5.55177 -0.04 0.00 0.01
H 0.09828 -0.69196 -3.00615 0.04 0.02 0.06
H 1.45719 2.78802 -1.13352 0.00 0.01 0.02
H 3.02325 -0.20536 -4.67003 -0.01 0.05 -0.02
C -0.87260 5.37561 -7.35678 0.04 0.02 0.07
O -0.27608 5.26492 -6.06680 -0.04 -0.05 -0.06
C -0.99122 5.70643 -5.00822 0.06 0.00 -0.06
C -0.32093 5.70485 -3.77990 -0.01 0.02 0.03
C -0.96244 6.11869 -2.63285 -0.01 -0.02 0.07
C -2.29706 6.53644 -2.69319 -0.32 -0.01 0.04
C -2.92854 6.60364 -3.92740 0.02 -0.03 -0.09
C -2.29905 6.17230 -5.08730 -0.04 0.02 0.12
N -3.14622 6.97865 -1.61938 0.26 0.08 0.18
N -3.10624 6.53492 -0.46195 0.12 -0.29 -0.30
C -2.26375 5.42600 -0.10557 -0.15 0.30 -0.05
C -1.37099 5.58768 0.91682 0.18 -0.08 0.15
C -0.50658 4.54093 1.32692 0.10 0.28 -0.05
C -0.58992 3.34799 0.68054 0.01 -0.30 -0.06
O 0.19455 2.24726 0.90410 -0.09 0.33 0.12
C -1.58118 3.13064 -0.28955 0.01 -0.10 -0.03
N -1.63606 1.86224 -0.76894 0.02 -0.07 0.21
C -2.53008 1.57802 -1.69302 -0.01 0.00 0.00
C -3.42614 2.53226 -2.18568 0.00 -0.04 -0.02
C -3.40100 3.80659 -1.68038 0.02 0.07 0.02
C -2.44486 4.14447 -0.70162 -0.09 0.08 -0.16
H -0.13509 5.00509 -8.06139 0.02 0.00 -0.02
H -1.10266 6.41608 -7.59082 -0.01 0.00 -0.01
H -1.77942 4.77175 -7.42578 -0.01 -0.01 -0.01
H 0.71495 5.38985 -3.75678 -0.03 0.01 -0.02
H -0.40677 6.14527 -1.70686 -0.02 -0.01 0.07
H -3.93552 6.99984 -3.96424 0.01 -0.01 -0.01
H -2.82426 6.22905 -6.02883 0.01 0.00 0.00
H -1.29967 6.55494 1.39730 -0.01 -0.01 -0.01
H 0.22340 4.69944 2.11090 -0.02 -0.01 0.00
H -2.56923 0.55335 -2.04597 0.01 -0.02 0.00
H -4.14516 2.24159 -2.93811 0.00 0.01 0.01
H -4.10784 4.54927 -2.02581 -0.01 -0.02 0.01
C -1.93506 -3.68171 1.73139 -0.01 -0.01 -0.16
N -2.52848 -2.38061 1.39568 -0.27 -0.26 0.16
C -3.89956 -2.14195 1.43564 0.05 -0.04 -0.01
C -4.41517 -0.92723 1.22685 0.01 0.00 0.00
C -3.55206 0.22636 0.97028 0.13 -0.12 0.01
O -3.92907 1.36496 0.85899 -0.01 0.07 -0.05
N -2.17912 -0.11672 0.85264 -0.14 -0.22 0.00
C -1.73628 -1.35890 1.09292 0.46 0.19 -0.17
O -0.46366 -1.46991 0.99172 0.15 0.10 -0.38
H -2.73239 -4.34395 2.05365 -0.01 -0.01 0.00
H -1.21529 -3.55922 2.53833 0.02 0.00 -0.01
H -1.43374 -4.10741 0.86031 -0.04 0.06 0.11
H -4.50630 -3.00856 1.65713 0.00 0.00 0.00
H -5.47998 -0.75732 1.27703 0.01 0.00 0.00
```
Forces are in eV/Å.

Computed properties:
Highest occupied orbital energy = -0.4478 hartree
Net charge = +2
Max |F| = 0.82 eV/Å
Kohn-Sham gap = 0.2175 Ha
ΔE to the lowest compared entry with this formula, charge and spin = 0.925 eV